# 1
Formula: C23H30N4O4
Source: OMol25
Level of theory: the ωB97M-V functional and the def2-TZVPD basis

XYZ file:
```
61
Properties=species:S:1:pos:R:3:forces:R:3:mulliken_charge:R:1
C 7.803672 2.481996 -1.242225 -0.02 -0.05 0.04 -1.1058
C 8.287034 1.272945 -0.986394 0.25 0.11 -0.05 0.4046
C 9.622585 0.795637 -1.458636 0.00 -0.01 0.07 -1.1672
H 10.192633 1.600753 -1.913240 0.03 0.04 -0.04 0.3730
H 9.495945 -0.006719 -2.185468 0.05 -0.07 -0.04 0.2760
H 10.171525 0.386071 -0.612590 0.08 -0.02 -0.02 0.2904
C 7.562384 0.294118 -0.111894 -0.30 0.19 -0.11 0.8859
O 8.145004 -0.408107 0.686926 0.13 -0.10 0.04 -0.6251
N 6.211499 0.280062 -0.318210 -0.16 0.28 -0.28 -0.1360
C 5.231301 -0.479962 0.320832 -0.27 -0.25 0.26 0.6031
C 3.916691 -0.320110 -0.100590 0.04 -0.14 0.15 -0.4170
C 2.884867 -1.047052 0.488835 0.77 0.02 0.13 0.1832
C 3.182145 -1.944622 1.514695 -0.18 0.13 -0.17 -0.5457
C 4.491275 -2.097977 1.932187 0.00 0.05 -0.05 -1.0338
C 5.517765 -1.377762 1.348855 0.15 -0.06 0.09 -0.5697
H 6.535068 -1.504620 1.677788 0.01 0.00 0.00 0.5343
H 4.720268 -2.792172 2.726656 0.03 -0.05 0.06 0.3763
H 2.397419 -2.518160 1.982802 -0.11 -0.06 0.04 0.4237
C 1.525995 -0.860288 0.021957 -1.08 -0.11 -0.09 0.4302
N 1.218553 -0.022499 -0.889770 0.92 0.06 0.17 -0.7418
O -0.110939 -0.039501 -1.158790 -0.75 0.08 -0.21 -0.2982
C -0.789516 -1.014618 -0.328151 -0.12 -0.28 0.27 2.2722
C -1.557958 -1.994571 -1.218738 0.01 0.12 0.13 -1.4924
C -2.947732 -1.387031 -1.400558 -0.13 -0.31 -0.28 -0.2343
N -2.995353 -0.236822 -0.497684 0.11 -0.22 -0.17 0.3103
C -3.866371 0.763837 -0.719688 0.01 0.37 0.14 0.6281
O -4.682543 0.688111 -1.632527 -0.11 0.17 -0.27 -0.8064
C -3.830433 1.959442 0.205023 -0.04 0.06 0.09 -0.8544
C -4.304913 1.631649 1.625568 -0.09 -0.16 -0.06 -0.6883
C -5.725096 1.064601 1.689221 0.07 0.24 0.16 -0.4599
C -6.814284 2.059656 1.257509 -0.05 -0.23 -0.09 -0.5851
C -7.409344 1.729841 -0.107349 0.01 0.22 0.11 -1.0823
H -7.938282 0.779461 -0.067457 -0.06 -0.12 -0.03 0.3045
H -6.634377 1.655339 -0.864967 0.02 -0.02 -0.09 0.2020
H -8.116665 2.499479 -0.408722 -0.12 0.03 -0.08 0.3715
H -6.398721 3.069202 1.238817 0.00 0.09 0.06 0.3378
H -7.618960 2.060325 1.996130 0.05 0.09 0.02 0.3499
H -5.905810 0.752482 2.720330 0.02 -0.09 -0.04 0.4304
H -5.781924 0.169967 1.066060 -0.04 -0.14 0.02 0.1973
H -4.260242 2.547318 2.220602 0.06 -0.03 0.03 0.4591
H -3.625203 0.910673 2.083639 0.07 0.05 0.06 0.3386
H -4.486706 2.712259 -0.232957 0.09 -0.04 -0.08 0.3588
H -2.819128 2.370392 0.238265 -0.01 0.05 -0.03 0.4064
C -1.905431 -0.295697 0.443234 0.41 0.00 0.25 -1.7642
H -2.187660 -0.894195 1.318638 0.09 0.06 0.00 0.2953
H -1.586790 0.697200 0.759006 0.00 -0.08 0.05 0.4711
H -3.135712 -1.033842 -2.419279 0.03 -0.03 0.14 0.5701
C -4.056665 -2.393336 -1.011902 0.22 0.32 -0.28 0.3255
O -3.823143 -3.434028 -0.436230 0.09 -0.37 0.24 -0.6687
N -5.277449 -1.982546 -1.377572 -0.62 0.05 -0.14 -0.2897
H -6.079312 -2.535490 -1.121234 0.10 -0.03 0.04 0.2504
H -5.399368 -1.042929 -1.743628 0.05 -0.12 0.05 0.2858
H -1.666741 -2.957456 -0.713471 0.03 0.08 -0.04 0.5420
H -1.045395 -2.139991 -2.167322 0.04 0.00 0.02 0.3088
C 0.323512 -1.620305 0.535005 0.05 0.30 -0.27 -1.4586
H 0.432624 -2.692730 0.371106 -0.02 -0.02 0.08 0.4425
H 0.163599 -1.440104 1.599177 0.01 -0.07 0.04 0.4548
H 3.668852 0.368413 -0.894242 0.02 0.10 -0.12 0.5198
H 5.860605 0.890811 -1.043450 0.21 -0.13 0.09 0.1810
H 8.359583 3.191929 -1.831949 0.15 0.08 -0.12 0.2836
H 6.861789 2.831254 -0.851961 -0.19 0.00 0.11 0.3461
```
Forces are in eV/Å.

Summary:
net charge: 0
electronic energy: -1414.43741 a.u.
HOMO energy: -8.628 eV
energy relative to the best compared isomer or geometry (same formula, charge and spin): 112.7 kJ/mol



# 2
Formula: C23H30N4O5
Source: OMol25
Level of theory: the ωB97M-V functional and the def2-TZVPD basis

XYZ file:
```
62
Properties=species:S:1:pos:R:3:forces:R:3:mulliken_charge:R:1
C 0.495406 0.791283 5.903809 -0.14 -0.11 -0.06 -1.1737
H 0.779381 1.619065 5.257381 0.05 0.10 -0.01 0.2795
H -0.334356 1.114498 6.527607 -0.03 0.08 0.09 0.3907
H 1.340074 0.560067 6.547297 0.08 0.02 0.07 0.3312
C 0.086333 -0.429086 5.077378 0.06 0.10 0.09 -0.6724
C 1.206981 -0.916493 4.199827 -0.16 -0.01 -0.13 0.3197
C 2.373169 -1.413531 4.772226 -0.01 0.00 -0.06 -0.5234
C 3.422387 -1.861711 3.992907 0.03 -0.01 0.04 -0.7520
C 3.324305 -1.830187 2.611673 0.02 0.01 -0.08 -0.9443
C 2.171486 -1.350208 2.021189 -0.02 -0.02 0.06 0.0673
C 1.123017 -0.890770 2.808797 0.41 -0.05 0.15 -0.6919
N -0.069520 -0.449642 2.161085 -0.07 -0.27 0.06 0.8281
C -0.214787 0.772063 1.627805 0.29 0.12 0.24 0.8143
O -1.207350 1.069496 0.964894 -0.30 0.16 0.01 -0.8954
C 0.899578 1.757397 1.926919 -0.13 0.30 -0.18 -0.0778
H 1.852205 1.330353 1.605922 0.00 0.01 0.12 0.4099
C 0.682057 3.122854 1.264412 0.10 -0.05 0.02 -1.1683
C 1.108504 3.101605 -0.195939 -0.25 0.10 0.41 0.5296
O 2.118554 3.630978 -0.598472 0.26 0.10 -0.10 -0.6383
N 0.239802 2.405970 -0.984315 -0.50 -0.27 -0.03 -0.0401
C 0.404798 2.138458 -2.319981 0.22 -0.19 -1.07 0.1609
N -0.405944 1.304916 -2.932663 -0.35 0.15 1.17 -0.3696
O -0.000455 1.246576 -4.232467 0.43 0.17 -0.64 -0.1438
C 1.065674 2.048356 -4.405238 0.15 0.31 0.67 0.1498
C 1.377512 2.648835 -3.221998 -0.16 -0.26 -0.40 -0.0882
H 2.160749 3.337827 -2.995095 0.18 0.13 -0.03 0.4898
C 1.668542 2.134523 -5.756293 -0.22 -0.15 0.04 -1.2999
H 0.948459 2.546065 -6.462099 0.01 0.04 -0.07 0.3065
H 2.546984 2.771168 -5.725387 0.04 0.02 -0.02 0.3318
H 1.949413 1.142079 -6.104653 0.07 -0.02 -0.05 0.3228
H -0.560094 1.963972 -0.531805 0.16 0.14 0.05 0.2230
H 1.287663 3.873521 1.772212 -0.04 -0.04 -0.12 0.4189
H -0.371346 3.398914 1.336916 0.03 0.03 0.03 0.4078
H 0.951990 1.880445 3.011271 0.07 -0.08 -0.03 -0.0509
C -1.081592 -1.469458 1.926444 -0.30 -0.22 -0.18 -0.8666
C -0.853840 -2.184441 0.580253 -0.13 0.33 0.52 0.3483
O -0.423331 -3.315651 0.517057 0.10 -0.40 0.03 -0.6712
N -1.145443 -1.407875 -0.475124 -0.26 0.38 -0.47 0.3331
H -1.512496 -0.479636 -0.308075 0.09 -0.15 0.17 0.1379
C -1.071940 -1.863091 -1.842365 -0.11 -0.47 -0.37 -1.0445
H -0.444782 -2.756471 -1.868097 -0.02 0.13 -0.04 0.4119
C -2.464109 -2.232137 -2.395630 0.18 0.12 0.53 0.3841
C -3.330187 -0.994884 -2.661545 0.02 -0.26 -0.12 -0.6656
H -4.385749 -1.240319 -2.536633 -0.02 0.04 0.05 0.4239
C -3.019566 -0.694275 -4.125935 0.10 -0.23 0.00 0.0158
H -2.100929 -0.116139 -4.201185 -0.02 0.04 -0.03 -0.2429
H -3.820322 -0.157643 -4.629236 -0.01 0.06 -0.04 0.4766
C -2.820370 -2.097890 -4.693568 -0.24 0.11 -0.31 -0.6298
H -3.775749 -2.522521 -5.034482 0.10 0.05 -0.02 0.3070
H -2.108420 -2.130704 -5.522172 -0.08 0.01 0.02 0.3474
O -2.315214 -2.899614 -3.638078 0.18 -0.03 0.06 -0.4954
H -3.076133 -0.165964 -2.005754 -0.05 0.08 0.08 0.1790
H -2.936704 -2.928275 -1.689825 0.04 0.11 -0.06 0.3143
H -0.630406 -1.076161 -2.457128 0.01 -0.10 0.01 0.0849
H -1.020524 -2.208465 2.726456 -0.01 0.07 -0.13 0.5117
H -2.063983 -0.989355 1.926569 0.08 -0.07 0.05 0.4893
H 2.065988 -1.340006 0.946446 -0.03 0.00 -0.13 0.5728
H 4.135562 -2.188571 1.997498 0.07 -0.04 -0.06 0.4249
H 4.315229 -2.245391 4.462831 0.08 -0.04 0.04 0.4077
H 2.450104 -1.458062 5.848560 0.02 0.01 0.14 0.4646
H -0.203897 -1.233395 5.758270 -0.08 0.00 -0.06 0.4945
H -0.782366 -0.173261 4.469323 -0.02 -0.10 0.05 0.2348
```
Forces are in eV/Å.

Summary:
net charge: 0
electronic energy: -1489.69590 a.u.
HOMO energy: -8.961 eV
energy relative to the best compared isomer or geometry (same formula, charge and spin): 29.1 kJ/mol



# 3
Formula: C23H30N6O3
Source: OMol25
Level of theory: the ωB97M-V functional and the def2-TZVPD basis

XYZ file:
```
62
Properties=species:S:1:pos:R:3:forces:R:3:mulliken_charge:R:1
C -7.619588 -3.066510 -0.628996 -0.13 0.04 0.17 -1.0721
H -7.665261 -2.534190 -1.576346 0.01 0.01 -0.11 0.3193
H -8.457710 -3.757543 -0.577373 -0.06 -0.11 -0.06 0.3587
H -6.694662 -3.637905 -0.603118 0.08 -0.07 -0.04 0.3304
C -7.666498 -2.078804 0.538756 0.07 -0.11 -0.20 -1.0680
C -6.506197 -1.128571 0.468319 -0.09 0.03 0.10 0.9182
C -6.605379 0.066695 -0.231171 0.00 -0.06 0.09 -0.8472
C -5.526540 0.923246 -0.337891 0.18 0.03 -0.02 -0.4009
C -4.313758 0.603024 0.264867 -0.34 -0.35 0.05 0.1930
C -4.204611 -0.594611 0.963622 0.01 0.09 0.08 -0.2908
C -5.287915 -1.446361 1.055032 -0.10 0.09 -0.06 -0.8010
H -5.187606 -2.372519 1.602373 0.01 -0.11 0.08 0.3724
H -3.265696 -0.856682 1.421217 0.02 -0.03 0.05 0.3849
N -3.217026 1.483017 0.161151 -0.02 0.20 -0.08 0.3450
C -1.950988 1.028381 0.004779 0.59 -0.05 -0.22 0.2706
N -1.587972 -0.243534 -0.134834 -0.02 -0.40 -0.01 -0.7061
C -0.253109 -0.197567 -0.330315 0.13 1.46 0.06 1.1935
C 0.217117 1.104661 -0.313111 0.03 -0.84 -0.03 -0.1857
C 1.581076 1.438345 -0.524687 -0.46 -0.09 0.03 0.2794
O 2.079264 2.551492 -0.541329 0.10 0.20 0.05 -0.7133
N 2.352454 0.285653 -0.744016 0.17 0.12 -0.09 0.1049
C 1.924952 -1.032377 -0.730258 -0.16 -0.05 -0.03 0.7306
O 2.693250 -1.956836 -0.905521 0.23 -0.26 0.04 -0.6834
N 0.579478 -1.253038 -0.526563 -0.04 -0.04 -0.06 0.0140
C 0.067052 -2.605326 -0.509593 0.01 -0.31 -0.02 -1.1342
H -0.955750 -2.585293 -0.878598 0.03 -0.05 0.01 0.3817
H 0.702955 -3.223639 -1.140583 -0.10 0.04 0.06 0.3609
H 0.077462 -3.003979 0.506661 -0.02 -0.05 -0.04 0.2940
C 3.776017 0.491316 -0.960528 0.35 -0.01 0.04 -1.6067
H 3.896440 1.436509 -1.490154 0.02 -0.15 0.04 0.2711
H 4.142949 -0.328698 -1.577318 -0.06 0.14 0.07 0.6331
C 4.550902 0.526438 0.366127 -0.09 -0.05 -0.19 -0.6376
N 5.918315 0.098492 0.149674 -0.03 0.11 0.10 0.1513
C 6.881069 0.703710 1.050278 0.33 -0.09 -0.13 -0.5088
C 8.284708 0.285943 0.606703 -0.12 0.35 0.18 -0.6958
O 8.436324 -1.113421 0.612785 0.08 -0.10 0.11 -0.3818
C 7.475128 -1.719209 -0.223306 -0.32 -0.18 -0.03 -0.8140
C 6.057581 -1.347640 0.204903 0.35 -0.09 -0.20 -0.2812
H 5.329365 -1.811880 -0.460464 -0.03 -0.05 0.01 0.2357
H 5.881423 -1.722861 1.229689 -0.04 0.01 -0.06 0.3051
H 7.636839 -2.795375 -0.144172 -0.04 0.05 -0.06 0.3770
H 7.633025 -1.398229 -1.263715 -0.03 -0.06 0.05 0.3543
H 9.040405 0.678797 1.289541 -0.05 0.04 -0.07 0.3587
H 8.465806 0.675743 -0.406395 0.00 0.01 0.09 0.3437
H 6.791565 1.790406 0.993226 0.01 0.00 0.04 0.3940
H 6.723466 0.385653 2.097028 0.00 0.05 -0.04 0.3371
H 4.545902 1.546416 0.755215 -0.01 -0.05 0.03 0.4999
H 4.036401 -0.118749 1.098639 0.03 0.06 0.01 0.2294
N -0.904839 1.887379 -0.086493 -0.25 -0.35 0.07 -0.0677
C -0.983109 3.322653 -0.047641 -0.03 0.66 -0.07 -0.4705
C -2.403166 3.716863 -0.437081 0.06 -0.19 0.22 -0.7577
H -2.558939 4.781617 -0.270608 0.01 0.00 0.00 0.4102
C -3.383135 2.905427 0.407989 -0.04 0.37 0.01 -0.6436
H -4.411559 3.182470 0.178116 0.12 -0.05 0.05 0.3847
H -3.208234 3.114892 1.473154 -0.08 0.04 -0.06 0.2342
H -2.569754 3.497983 -1.493413 -0.02 0.04 -0.02 0.3090
H -0.234350 3.729851 -0.730787 -0.09 -0.04 0.12 0.3625
H -0.745798 3.679056 0.962396 0.00 0.01 -0.14 0.2202
H -5.630984 1.833366 -0.910112 0.03 0.09 -0.05 0.4360
H -7.539273 0.330726 -0.706607 -0.11 0.03 -0.04 0.3583
H -8.605034 -1.522178 0.501827 0.00 -0.01 0.09 0.3539
H -7.634235 -2.632673 1.479044 -0.07 0.06 0.03 0.3571
```
Forces are in eV/Å.

Summary:
net charge: 0
electronic energy: -1448.76371 a.u.
HOMO energy: -7.563 eV
energy relative to the best compared isomer or geometry (same formula, charge and spin): 129.8 kJ/mol



# 4
Formula: C23H30N9OPPd
Source: OMol25
Level of theory: the ωB97M-V functional and the def2-TZVPD basis

XYZ file:
```
65
Properties=species:S:1:pos:R:3:forces:R:3:mulliken_charge:R:1
Pd 0.147284 0.805275 -1.059857 0.97 0.16 0.71 0.1955
C -0.990048 4.767633 0.884088 -0.08 -0.01 0.15 -1.2307
C -1.559640 3.356000 0.682606 0.12 0.07 -0.36 -0.0760
C -1.386489 2.518034 1.915742 0.14 0.22 0.12 0.8277
C -2.264030 2.708932 2.962377 0.32 0.06 -0.79 -0.4575
C -2.043798 2.104047 4.216978 0.23 -0.41 0.57 -0.8980
C -0.911198 1.330990 4.438473 0.03 -0.01 -0.04 -0.6871
C 0.025459 1.124824 3.439513 -0.29 -0.66 0.55 0.7943
C 1.220537 0.281855 3.746078 0.06 -0.18 0.12 -0.6401
C 2.118579 0.909921 4.825759 0.11 0.14 0.09 -1.2637
C -0.231615 1.702741 2.133742 -0.66 0.98 0.08 0.0456
N 0.657929 1.542720 1.087553 0.68 -0.26 -0.22 -0.1325
C 1.921550 1.848664 1.173044 -0.99 0.42 0.51 0.2469
C 2.740618 1.716240 0.031060 0.74 -0.05 -0.84 -0.1161
C 4.079922 2.107954 -0.198217 -0.11 -0.06 0.12 -0.9350
C 4.320977 1.869655 -1.526744 0.32 0.23 0.36 -0.4784
C 3.097383 1.315890 -2.078869 -0.56 -0.20 0.08 -0.5077
N 2.169466 1.218961 -1.160320 0.14 0.01 -0.11 0.0659
H -1.169305 5.381107 0.003524 0.08 -0.04 -0.06 0.4084
H 0.081810 4.734118 1.083309 0.04 0.07 -0.02 0.3124
H -1.474145 5.270802 1.721305 0.03 -0.03 0.03 0.3871
H -1.049702 2.905842 -0.176968 -0.20 -0.03 0.09 -0.4693
H -2.621969 3.430321 0.445021 0.03 -0.10 -0.03 0.5565
H -3.118077 3.359906 2.824297 -0.04 -0.01 0.01 0.5803
H -2.765581 2.245313 5.012161 -0.01 -0.01 0.02 0.4719
H -0.771896 0.860106 5.402753 0.07 0.07 0.02 0.5537
H 1.803879 0.045417 2.856014 -0.04 0.03 0.01 0.3635
H 0.874913 -0.674975 4.153484 -0.11 0.03 -0.10 0.4553
H 2.432770 1.919836 4.559573 0.11 -0.03 -0.04 0.3426
H 2.994282 0.280492 4.971196 0.06 0.08 -0.03 0.4222
H 1.615896 0.981569 5.789547 -0.10 -0.03 -0.08 0.3969
H 2.330140 2.312425 2.068995 0.03 -0.02 0.00 0.5354
H 4.759885 2.521972 0.527793 0.03 0.05 0.03 0.5199
H 5.224327 2.073971 -2.079322 0.04 -0.03 -0.03 0.5068
H 2.934843 1.013189 -3.103473 -0.04 0.04 -0.03 0.5129
O -1.796378 0.698947 -1.684477 -0.82 0.26 -0.34 -0.4008
N -1.000721 0.815057 -2.688859 -0.43 -0.25 -0.23 0.1545
C -1.863925 -4.766494 -1.126524 -0.48 -0.36 0.09 -0.6855
N -0.584402 -4.747793 -0.300160 0.00 -0.15 0.01 0.0299
C 0.552566 -5.219893 -1.193017 0.32 -0.55 0.10 -0.6883
N 0.600368 -4.380441 -2.352290 -0.60 0.50 0.31 0.3878
C -0.609632 -4.486004 -3.159926 -0.14 -0.53 -1.14 -0.7182
N -1.666179 -3.970954 -2.299261 0.66 0.19 0.29 0.3649
C -1.635360 -2.547403 -2.091273 0.08 0.14 -0.24 -0.9613
P -0.121097 -2.039579 -1.082204 -0.01 -0.44 0.50 1.3835
C -0.309397 -3.375892 0.242341 0.10 0.50 -0.18 -0.9947
C 1.082960 -3.042613 -2.147797 0.05 0.04 -0.27 -1.0108
H -2.677477 -4.377486 -0.512730 0.06 0.03 -0.03 0.3756
H -2.088143 -5.800502 -1.398521 0.12 0.02 0.05 0.3689
H -0.683381 -5.411654 0.479449 -0.02 0.02 0.00 0.3716
H 0.357803 -6.254616 -1.484915 -0.08 0.06 0.05 0.3699
H 1.485388 -5.185804 -0.628549 -0.05 0.10 -0.01 0.3805
H -0.801412 -5.524216 -3.435262 0.01 0.03 0.10 0.3037
H -0.521504 -3.898591 -4.072042 -0.01 0.06 0.08 0.3429
H -2.535079 -2.212836 -1.565985 0.05 -0.03 0.08 0.4989
H -1.604683 -2.038482 -3.056772 0.02 0.03 0.05 0.4422
H -1.119871 -3.100100 0.920738 0.01 -0.09 -0.03 0.5127
H 0.614591 -3.419990 0.823709 -0.06 -0.05 0.01 0.5111
H 2.053043 -3.062772 -1.642890 -0.05 -0.02 0.08 0.4620
H 1.211348 -2.539963 -3.109009 -0.05 -0.03 0.03 0.4567
N -3.546299 5.317008 -5.750555 0.00 0.02 0.03 -0.2241
C -2.927879 4.511328 -5.208068 -0.38 0.50 -0.35 0.4314
N -2.216906 3.596956 -4.618814 0.39 -1.06 0.74 -0.1272
C -1.782800 2.715864 -3.970538 -0.72 0.86 -0.47 0.5233
N -1.060506 1.857156 -3.458045 0.87 -0.27 -0.19 -0.4706
```
Forces are in eV/Å.

Summary:
multiplicity: 5
net charge: +4
electronic energy: -1929.87308 a.u.
HOMO energy (alpha / beta): -19.047 / -19.631 eV
energy relative to the best compared isomer or geometry (same formula, charge and spin): 180.2 kJ/mol



no.,strongest force on any atom (eV/A)
1,1.1
2,1.2
3,1.5
4,1.4